Entry 1:
{
  "formula": "C35H31Br3N6O10",
  "method": "ωB97M-V with the def2-TZVPD basis set",
  "symbols": ["Br", "Br", "Br", "O", "O", "O", "O", "O", "O", "O", "O", "O", "O", "N", "N", "N", "N", "N", "N", "C", "C", "C", "C", "C", "C", "C", "C", "C", "C", "C", "C", "C", "C", "C", "C", "C", "C", "C", "C", "C", "C", "C", "C", "C", "C", "C", "C", "C", "C", "C", "C", "C", "C", "C", "H", "H", "H", "H", "H", "H", "H", "H", "H", "H", "H", "H", "H", "H", "H", "H", "H", "H", "H", "H", "H", "H", "H", "H", "H", "H", "H", "H", "H", "H", "H"],
  "positions_angstrom": [[5.0871, 11.8741, 16.5481], [2.0402, 11.9314, 17.8905], [3.1807, 14.5582, 16.2245], [12.6441, 4.1875, 32.7612], [6.5160, 16.5667, 19.2832], [10.1489, 9.9020, 24.1355], [15.6893, 2.9996, 28.2202], [7.4686, 18.1722, 20.3675], [19.1810, 16.1534, 28.8415], [19.2804, 16.2938, 26.7399], [17.0753, 4.5962, 28.0655], [11.9523, 10.7748, 24.8688], [10.7744, 4.1153, 33.8024], [18.6872, 16.0198, 27.7365], [16.0594, 4.0416, 27.6555], [11.4766, 4.5136, 32.9029], [11.1607, 10.5865, 24.0065], [9.3053, 16.4902, 26.1321], [7.4109, 17.3823, 19.4106], [3.2284, 12.6353, 16.4050], [15.5126, 14.1574, 28.2495], [9.5088, 16.2806, 16.4282], [16.7397, 14.6860, 28.5238], [10.0492, 16.6497, 24.1099], [8.4671, 17.4765, 18.3632], [9.6295, 17.7880, 25.9935], [11.3401, 11.2557, 22.6921], [9.5477, 15.8125, 24.9583], [9.1680, 7.1929, 31.3801], [10.5890, 18.2265, 17.4840], [15.1398, 4.6651, 26.6547], [10.2314, 17.9319, 24.7553], [11.2594, 7.1181, 30.1193], [14.0494, 3.8734, 26.2203], [12.5238, 12.0144, 22.4626], [10.5051, 11.1879, 21.6027], [9.5550, 18.2846, 18.4150], [10.9188, 5.5410, 31.9541], [15.2799, 15.6655, 26.3835], [14.7432, 14.7449, 27.2669], [16.5775, 16.1358, 26.5822], [15.4002, 5.9281, 26.1902], [10.6320, 11.8802, 20.4484], [12.6904, 12.7381, 21.3294], [9.6557, 6.1515, 32.1668], [13.2118, 4.4453, 25.1965], [17.3167, 15.6040, 27.6231], [14.5906, 6.4266, 25.1752], [8.4660, 16.4999, 17.3250], [10.5919, 17.1630, 16.5251], [10.0526, 7.7022, 30.4006], [13.5190, 5.6970, 24.7091], [11.7861, 12.6467, 20.2937], [11.7200, 6.0549, 30.8946], [9.7487, 18.9327, 19.2570], [15.0597, 13.4337, 28.9110], [9.7210, 10.4461, 21.6396], [13.7510, 14.4214, 26.9891], [16.7976, 16.9093, 25.8613], [12.9052, 6.1147, 23.9247], [12.3327, 3.8598, 24.9710], [13.4401, 13.5133, 21.2708], [12.6751, 5.6547, 30.5880], [10.4291, 16.4657, 23.1158], [9.3299, 15.4897, 15.7148], [14.6223, 16.0293, 25.6078], [16.1113, 6.6668, 26.5294], [17.3145, 14.3810, 29.3857], [9.1104, 5.7607, 33.0132], [13.9248, 2.8811, 26.6281], [9.6293, 18.3971, 26.8854], [9.7375, 8.5292, 29.7816], [11.8503, 7.6376, 29.3796], [9.9036, 11.8952, 19.6511], [13.1689, 12.1261, 23.3215], [11.9359, 13.3216, 19.4640], [9.4080, 14.7452, 25.0458], [2.8883, 12.2513, 15.4432], [7.5446, 15.9939, 17.0774], [11.4217, 18.9111, 17.4180], [8.9192, 16.1413, 26.9977], [10.6590, 18.8468, 24.3723], [14.8327, 7.4078, 24.7944], [8.1671, 7.4973, 31.6481], [11.4770, 16.9992, 15.9284]],
  "forces_ev_per_a": [[-1.24, 0.67, 0.10], [1.08, 0.68, -1.34], [0.13, -0.57, 0.34], [-0.53, 0.24, -0.39], [0.73, 0.17, -0.37], [0.47, 0.28, -0.31], [-0.24, 0.82, -1.57], [0.44, -0.97, -1.50], [-0.39, -0.51, 0.66], [0.51, 0.14, -1.96], [-0.80, 0.54, -1.63], [1.53, 0.44, 1.08], [-0.57, 0.07, -0.07], [0.58, 0.79, 1.72], [0.15, -0.91, 3.01], [0.54, 0.54, -0.33], [-2.39, -0.63, -1.74], [-0.77, -0.31, 0.65], [-0.44, 1.40, 1.14], [0.26, -0.67, 0.37], [-1.14, 0.52, 0.81], [-0.47, 1.41, 1.39], [1.79, 0.42, -0.46], [2.73, 3.33, -3.04], [0.01, -2.63, -1.54], [1.62, 0.52, -0.12], [2.83, 1.37, -1.38], [-1.71, -2.99, 3.74], [1.64, -0.93, 0.23], [-0.42, -2.28, -1.85], [-0.05, -1.62, 0.27], [-1.29, -0.18, 0.48], [-0.02, 0.12, 0.98], [0.36, 1.92, -1.25], [-1.29, -0.79, 2.85], [-2.23, -2.62, 1.48], [1.46, 1.53, 1.15], [0.20, 1.73, -1.39], [-0.02, -0.02, 1.18], [-0.18, -0.50, -1.68], [-1.32, -0.20, -0.94], [-0.40, 1.13, -0.80], [1.67, 1.37, -1.35], [0.27, 0.66, -0.69], [1.06, -1.19, 0.49], [1.27, -1.40, 2.56], [-1.41, -0.30, -0.06], [0.27, -0.19, 0.47], [-1.22, 0.50, -0.08], [0.04, 0.49, 0.81], [-2.15, 0.11, 0.22], [-0.59, 0.06, -0.80], [-0.79, 0.67, 0.05], [-0.29, -0.66, 0.30], [-0.55, 0.32, 0.10], [0.13, -0.14, 0.05], [-0.54, 0.19, 0.32], [-0.21, -0.32, 0.56], [1.24, -0.01, 0.32], [-0.12, 0.07, -0.05], [-0.05, 0.25, -0.59], [0.47, -0.34, -0.01], [0.10, -0.35, 0.58], [-0.20, -0.27, 0.03], [0.60, 0.10, -0.22], [0.27, 0.29, -0.15], [0.58, -0.80, 0.52], [0.14, -0.15, -0.07], [-0.33, 0.04, -0.03], [-0.14, 0.09, -0.02], [-0.18, 0.34, -0.30], [-0.09, 0.18, 0.03], [0.36, -0.54, -0.16], [-0.16, -0.45, 0.15], [0.33, 0.07, -0.10], [-0.15, -0.20, -0.33], [-0.10, 0.02, -0.79], [-0.20, -0.10, 0.53], [-0.12, -0.40, 0.65], [-0.07, 0.10, 0.60], [0.03, -0.28, -0.47], [-0.10, -0.20, -0.16], [-0.24, 0.05, -0.13], [0.08, 0.64, -0.49], [0.00, 0.24, -0.28]],
  "smiles": "O=[N+]([O-])c1ccccc1.O=[N+]([O-])c1ccccc1.O=[N+]([O-])c1ccccc1.O=[N+]([O-])c1ccccc1.O=[N+]([O-])c1ccccc1.c1cc[nH]c1.BrC(Br)Br",
  "e_tot_ha": -10154.6888,
  "e_lumo_ev": -0.91,
  "de_lowest_kcal_mol": 76.8,
  "gap_ev": 7.71
}

=====

Entry 2:
{
  "formula": "C58H48AlFGeN2O2P3Se",
  "method": "ωB97M-V with the def2-TZVPD basis set",
  "symbols": ["Se", "Ge", "P", "P", "P", "Al", "F", "O", "O", "N", "N", "C", "C", "C", "C", "C", "C", "C", "C", "C", "C", "C", "C", "C", "C", "C", "C", "C", "C", "C", "C", "C", "C", "C", "C", "C", "C", "C", "C", "C", "C", "C", "C", "C", "C", "C", "C", "C", "C", "C", "C", "C", "C", "C", "C", "C", "C", "C", "C", "C", "C", "C", "C", "C", "C", "C", "C", "C", "C", "H", "H", "H", "H", "H", "H", "H", "H", "H", "H", "H", "H", "H", "H", "H", "H", "H", "H", "H", "H", "H", "H", "H", "H", "H", "H", "H", "H", "H", "H", "H", "H", "H", "H", "H", "H", "H", "H", "H", "H", "H", "H", "H", "H", "H", "H", "H", "H"],
  "positions_angstrom": [[-1.1704, 3.1208, -2.5802], [3.4258, 1.2679, 1.5677], [1.9068, -0.5848, 1.6947], [2.7168, 0.6143, -1.7218], [-1.8197, 2.0875, 1.3333], [0.3664, 0.9973, 0.4207], [4.5982, 1.5924, 2.8731], [-0.3561, 0.1053, -0.8561], [-1.9159, -0.0835, -2.4346], [-3.5826, 3.3552, -3.4900], [-1.4324, -1.3756, 1.2650], [1.8792, 1.8467, 3.7752], [0.2761, -0.8630, 3.9469], [2.2077, -2.2812, 3.9658], [-1.0728, -2.3963, 0.2740], [1.7568, 2.1017, 6.0446], [-3.2204, 4.4582, 1.4396], [3.6365, -3.9374, 0.0127], [3.6194, 4.3233, -3.1987], [2.5930, 1.8381, 4.9529], [3.1711, 4.1473, 1.2790], [0.6480, 2.0404, 3.6286], [2.7418, -2.9134, 0.2944], [-0.1540, -1.4234, 5.1362], [7.0561, 0.0388, -0.2308], [1.4411, 5.2307, 0.0422], [0.5963, -2.4146, 5.7492], [0.3942, 2.3361, 5.9010], [6.0914, 0.5667, 0.6082], [4.0449, 2.7762, -4.9795], [1.2939, 2.8225, 0.4077], [-1.2711, -0.5672, -1.5328], [3.5806, 1.7343, -4.1930], [-2.3375, 3.6294, -3.8830], [0.7850, 4.0147, -0.1090], [-3.4863, 5.7705, 1.7878], [3.0499, -1.9564, -2.9198], [2.3822, -0.7369, -2.9140], [-2.7820, 1.9214, -0.1519], [-3.6983, 0.8524, -0.1905], [-3.8367, 2.6572, -2.3041], [4.3589, -1.9019, 1.7413], [5.4173, -0.1635, -1.9686], [5.2504, -2.9198, 1.4599], [-1.4910, -2.0206, -1.1405], [2.6685, -2.9631, -3.7979], [-2.4975, 6.5477, 2.3744], [1.7735, -2.8407, 5.1582], [2.6195, 5.3132, 0.7620], [4.8928, -3.9418, 0.5901], [1.6196, -2.7575, -4.6799], [3.1415, 1.9768, -2.8916], [1.4709, -1.2704, 3.3474], [-0.2364, 2.3169, 4.6541], [4.0648, 4.0734, -4.4867], [-1.2608, 5.9833, 2.6405], [-4.7973, 1.7117, -2.1792], [3.1666, 3.2812, -2.4039], [-1.9520, 3.8939, 1.6386], [2.5271, 2.9388, 1.0705], [4.4241, 0.3198, -1.1163], [-2.8089, 2.8777, -1.2721], [0.9578, -1.5369, -4.6947], [4.7673, 0.6874, 0.1932], [3.0900, -1.8818, 1.1545], [6.7129, -0.3417, -1.5181], [-0.9906, 4.6701, 2.2872], [-4.7183, 0.7968, -1.1026], [1.3326, -0.5375, -3.8132], [-5.5623, 1.5864, -2.9338], [5.1719, -0.4093, -2.9931], [0.2544, -2.8679, 6.6697], [6.2248, -2.9244, 1.9296], [-1.2983, 2.4855, 4.5414], [-3.6919, 0.1410, 0.6250], [-2.6984, 7.5802, 2.6260], [-2.5534, -2.2227, -1.2857], [2.2027, 2.1245, 7.0313], [0.8203, 0.4167, -3.8264], [3.3342, -4.7270, -0.6626], [8.0757, -0.0747, 0.1139], [2.8385, 3.4901, -1.3949], [4.0943, 4.1717, 1.8465], [0.0092, -2.5039, 0.3265], [2.3596, -3.6266, 5.6152], [-0.0196, 4.2589, 2.5111], [3.2055, -3.9035, -3.7942], [-0.9432, -2.6245, -1.8692], [-0.2077, 2.5431, 6.7774], [-4.3306, 3.4762, -4.1600], [-2.4050, -1.1126, 1.1536], [3.5610, 0.7319, -4.5991], [0.1508, -1.3622, -5.3940], [-0.1597, 4.0208, -0.6299], [1.7772, -2.9313, -0.1869], [3.1150, -2.6570, 3.5221], [4.6448, -1.1196, 2.4357], [6.3588, 0.8931, 1.6056], [-1.0913, -1.1019, 5.5714], [4.4272, 4.8834, -5.1053], [-1.3575, -1.7960, 2.1833], [4.4048, 2.5686, -5.9788], [-1.5110, -3.3684, 0.5221], [3.1091, 6.2653, 0.9189], [-2.7712, 3.9185, -0.9374], [3.6330, 5.3288, -2.7989], [-0.3206, -0.1074, 3.4653], [-0.4937, 6.5699, 3.1293], [5.5915, -4.7352, 0.3624], [3.8820, -2.1174, -2.2534], [1.3293, -3.5450, -5.3632], [1.0044, 6.1239, -0.3865], [-4.4751, 6.1754, 1.6159], [-4.0115, 3.8518, 1.0135], [-5.4742, 0.0278, -1.0156], [7.4574, -0.7646, -2.1799], [3.6526, 1.6634, 5.0535]],
  "forces_ev_per_a": [[-0.47, -0.16, 0.03], [1.17, 0.28, -0.75], [0.81, 0.18, 0.58], [0.36, -0.01, -0.24], [-0.21, 0.02, 0.15], [-0.28, 0.58, -0.35], [-0.60, -0.23, -0.18], [0.01, -0.19, -0.59], [0.21, 0.08, 0.05], [0.00, 0.23, -0.26], [-0.11, -0.07, 0.01], [-1.41, 0.30, 0.15], [0.13, -0.14, -0.13], [0.04, 0.08, -0.07], [0.12, 0.05, -0.01], [0.34, -0.09, -0.05], [0.07, 0.01, 0.03], [-0.07, -0.02, -0.02], [0.03, 0.03, 0.00], [0.36, -0.06, 0.19], [0.11, -0.07, 0.04], [1.18, 0.11, 0.45], [-0.07, 0.05, -0.11], [-0.09, 0.02, 0.00], [0.05, 0.00, -0.01], [-0.03, 0.09, -0.04], [0.00, -0.04, 0.01], [-0.28, 0.03, -0.12], [-0.02, 0.21, 0.20], [0.03, -0.02, -0.05], [0.23, -0.47, 0.33], [-0.10, 0.01, -0.03], [-0.05, 0.01, 0.04], [-0.08, -0.01, -0.08], [-0.18, -0.25, 0.18], [-0.05, -0.03, -0.08], [-0.09, -0.02, -0.01], [-0.08, 0.00, 0.23], [0.16, 0.06, 0.04], [-0.11, -0.23, -0.04], [0.06, -0.41, 0.31], [-0.05, 0.10, -0.05], [-0.03, 0.04, 0.08], [0.06, -0.02, 0.07], [0.08, 0.23, 0.30], [0.02, 0.01, 0.04], [0.00, 0.01, -0.03], [0.03, 0.00, 0.02], [0.03, -0.05, -0.01], [-0.03, -0.01, -0.04], [0.04, -0.10, -0.04], [-0.13, 0.06, 0.12], [-0.43, 0.12, 0.02], [-0.43, 0.03, -0.11], [-0.01, 0.01, 0.00], [0.02, 0.09, 0.06], [-0.16, 0.31, -0.18], [-0.03, -0.02, 0.04], [0.00, 0.00, 0.14], [0.03, -0.74, 0.16], [0.10, -0.01, 0.17], [0.27, -0.19, -0.40], [-0.05, 0.03, 0.00], [-0.54, -0.03, 0.10], [-0.17, 0.01, -0.36], [0.06, -0.02, -0.11], [-0.05, -0.14, -0.15], [0.27, 0.16, 0.15], [-0.01, 0.00, 0.12], [0.06, -0.01, -0.08], [0.03, 0.01, -0.02], [0.00, 0.01, 0.02], [0.02, 0.05, -0.02], [-0.03, 0.03, -0.01], [-0.09, 0.13, 0.02], [0.01, -0.01, 0.07], [0.02, 0.02, -0.11], [-0.01, 0.02, 0.00], [-0.12, 0.01, -0.01], [0.05, -0.01, -0.02], [0.00, 0.02, 0.02], [0.10, -0.04, -0.11], [0.04, 0.07, -0.05], [0.02, -0.06, -0.01], [0.01, 0.00, 0.01], [0.13, -0.04, -0.03], [-0.02, -0.01, -0.02], [-0.05, -0.04, 0.00], [0.01, 0.01, 0.00], [-0.04, -0.02, 0.03], [0.02, -0.09, 0.07], [0.03, -0.01, -0.01], [-0.02, 0.00, 0.01], [0.08, 0.14, 0.24], [-0.07, 0.05, -0.06], [0.01, -0.03, 0.03], [0.05, -0.03, 0.00], [0.05, -0.10, -0.01], [0.01, 0.05, 0.02], [0.01, 0.01, -0.01], [0.00, 0.13, 0.15], [-0.04, 0.02, -0.02], [0.09, -0.04, -0.09], [0.00, 0.01, -0.03], [-0.15, -0.08, 0.00], [-0.01, 0.03, -0.01], [-0.18, -0.03, -0.05], [0.02, 0.00, -0.01], [0.02, -0.01, 0.03], [0.01, -0.10, 0.12], [-0.02, 0.02, -0.02], [-0.02, 0.02, 0.00], [0.01, 0.04, -0.01], [-0.07, 0.05, 0.07], [0.02, -0.05, -0.01], [0.03, 0.04, -0.02], [-0.01, -0.01, -0.01]],
  "e_tot_ha": -8343.3780,
  "e_lumo_ev": [-4.29, -4.38],
  "total_charge": 1,
  "gap_ev": [5.39, 5.20]
}

=====

Entry 3:
{
  "formula": "C3H2OS3",
  "method": "ωB97M-V with the def2-TZVPD basis set",
  "symbols": ["S", "S", "S", "O", "C", "C", "C", "H", "H"],
  "positions_angstrom": [[-0.6797, -1.1660, -2.5390], [1.2405, -0.9317, -0.4438], [-2.5466, 0.9161, -0.3751], [-0.2810, 0.7495, 0.8021], [-0.3367, -0.5867, -1.0550], [0.9203, 0.2258, 0.9351], [-1.0571, 0.3717, -0.2023], [1.0888, -0.5789, 1.7905], [1.6515, 1.0001, 1.0875]],
  "forces_ev_per_a": [[-0.80, 0.17, 0.43], [-0.19, 0.76, -0.02], [-0.46, 0.09, -0.23], [-2.43, 1.65, 1.01], [1.16, -0.77, -1.98], [3.78, -3.94, 2.08], [-0.51, -0.35, -0.19], [-1.00, 2.13, -0.81], [0.45, 0.25, -0.28]],
  "smiles": "S=C1OCSC1=S",
  "e_tot_ha": -1385.2563,
  "e_lumo_ev": -1.69,
  "de_lowest_kcal_mol": 37.8,
  "gap_ev": 7.31
}

=====

Entry 4:
{
  "formula": "F12InNO3P2",
  "method": "ωB97M-V with the def2-TZVPD basis set",
  "symbols": ["In", "P", "P", "F", "F", "F", "F", "F", "F", "F", "F", "F", "F", "F", "F", "O", "O", "O", "N"],
  "positions_angstrom": [[0.0449, 19.4249, -14.2726], [-1.8729, 17.5492, -15.3831], [1.8718, 21.6712, -14.2119], [-3.4234, 17.8825, -15.8755], [-1.3554, 18.9203, -16.0667], [-2.3016, 16.2345, -14.5384], [-0.3443, 17.3345, -14.8275], [3.4897, 21.5596, -13.8237], [-1.4754, 16.7932, -16.7943], [1.3702, 20.6552, -12.9923], [0.3096, 21.6005, -14.7402], [2.3089, 22.5727, -15.4806], [-2.1896, 18.4848, -14.0289], [1.4855, 22.9451, -13.3044], [2.1493, 20.3375, -15.1619], [-0.0246, 20.3183, -16.1158], [-0.5123, 21.5157, -17.8502], [1.4830, 21.2895, -17.1831], [0.2917, 21.0994, -17.0131]],
  "forces_ev_per_a": [[-0.04, 0.66, -2.04], [-5.53, -2.33, -3.96], [5.12, 4.34, -3.19], [2.32, -0.86, 0.78], [-2.17, -2.54, 0.92], [0.55, 1.33, -1.24], [1.89, 0.40, 1.08], [-2.80, 0.13, 1.03], [-0.62, 0.36, 2.49], [-0.41, -1.41, 0.76], [0.51, 3.35, 4.33], [-0.78, 0.05, 2.11], [1.51, 0.60, 0.81], [0.81, -1.54, -0.33], [-0.18, -1.14, 2.42], [-2.58, -3.10, -1.64], [-1.18, -0.45, 1.74], [-0.20, 0.16, -0.82], [3.78, 1.97, -5.28]],
  "e_tot_ha": -2351.7265,
  "e_lumo_ev": -5.73,
  "de_lowest_kcal_mol": 13.2,
  "gap_ev": 4.19
}